# 1
{
  "formula": "C16H26Cl3I2Mg2N2O17PS2",
  "method": "ωB97M-V/def2-TZVPD",
  "symbols": ["C", "C", "I", "C", "I", "P", "Cl", "H", "H", "H", "H", "H", "H", "Mg", "Cl", "C", "C", "Cl", "H", "H", "H", "H", "C", "O", "H", "H", "H", "H", "O", "H", "N", "O", "O", "O", "O", "S", "O", "O", "O", "C", "C", "C", "O", "C", "C", "C", "O", "O", "O", "H", "H", "H", "H", "Mg", "O", "S", "O", "O", "O", "C", "C", "C", "C", "N", "H", "H", "H", "H", "H", "H", "H"],
  "coordinates": [[-0.978125, -3.075362, 1.631405], [-0.571885, -1.820865, 0.738423], [0.327726, -0.176663, 1.873258], [-0.750436, -1.726644, -0.636900], [-1.719107, -3.379801, -1.710336], [-0.219992, -0.252639, -1.709182], [0.270814, 1.457459, -2.962743], [-1.277739, -2.630483, 2.635643], [-1.854313, -3.645822, 1.220289], [-0.082995, -3.735655, 1.868215], [1.002890, -0.048917, -0.994952], [-0.138969, -1.155572, -2.836017], [-1.474075, 0.455831, -1.402897], [-2.208548, 1.438531, -2.885612], [1.500423, 3.088623, 6.319874], [2.272574, 2.078491, 5.069437], [2.841682, 2.905081, 3.939256], [1.561940, 3.669484, 2.955601], [1.533690, 1.360812, 4.711177], [3.075362, 1.522206, 5.560770], [3.414649, 2.266345, 3.269913], [3.500499, 3.689030, 4.306965], [-1.221337, -4.058220, 5.547017], [-1.995626, -4.452963, 4.415569], [-0.217282, -4.466509, 5.443852], [-1.162805, -2.968479, 5.595926], [-1.676122, -4.446914, 6.461520], [-2.876119, -4.080862, 4.529607], [0.595137, 4.116964, -3.783464], [0.284876, 4.503127, -2.959570], [-6.562979, 1.897152, -3.397719], [-5.541331, 2.470756, -2.945997], [-7.685220, 2.408517, -3.236925], [-6.445918, 0.822771, -4.001994], [-11.104446, -1.159694, -4.521076], [-9.686932, -0.743831, -4.568789], [-9.546150, 0.464181, -5.389075], [-8.853908, -1.827909, -5.103311], [-9.247545, -0.442931, -3.164414], [8.430031, 2.335536, 1.228781], [7.259755, 2.885697, 1.558697], [6.596207, 2.582601, 2.860236], [5.537783, 3.120123, 3.131815], [7.253484, 1.635425, 3.764177], [8.422787, 1.082827, 3.431624], [9.099368, 1.407004, 2.142874], [10.175458, 0.896001, 1.883346], [9.046132, 0.203631, 4.250907], [6.624048, 3.744212, 0.726646], [8.922387, 2.548723, 0.289684], [6.752827, 1.409550, 4.697677], [9.865398, -0.046413, 3.786417], [5.805745, 3.999916, 1.193197], [-10.367235, 0.531200, -1.797601], [4.309243, -0.609395, 6.226512], [3.708308, -1.337228, 7.366555], [4.032898, -0.638578, 8.626483], [4.247233, -2.710931, 7.415060], [2.240479, -1.385917, 7.196533], [-3.695950, -1.117894, -8.888541], [-3.465913, -1.761861, -7.525528], [-4.186311, -1.028540, -6.391495], [-3.692123, 0.378870, -6.297294], [-3.307479, 1.476405, -6.226200], [-3.301601, -0.099671, -8.924162], [-3.188969, -1.689667, -9.669335], [-4.761579, -1.082881, -9.130194], [-2.390479, -1.791215, -7.323841], [-3.815291, -2.797335, -7.557307], [-4.003482, -1.532469, -5.440112], [-5.265572, -1.015091, -6.564273]],
  "forces_ev_per_a": [[0.4, 1.6, 0.8], [-0.6, -1.3, -1.7], [-0.6, -0.9, -0.8], [0.1, 0.0, 2.7], [0.6, 1.1, 0.5], [1.1, -2.7, 0.7], [-0.5, 1.1, -0.3], [0.3, -0.8, -1.2], [1.1, 0.6, 0.2], [-1.1, 0.8, -0.6], [-0.5, 0.0, -0.3], [-0.1, 0.8, 0.4], [-0.1, -0.3, 0.1], [-0.6, 1.3, -1.1], [-0.1, 0.1, 0.0], [0.3, -0.2, -0.1], [0.0, -0.3, 0.4], [-0.2, 0.1, -0.2], [0.0, 0.1, 0.1], [-0.1, -0.1, 0.0], [-0.1, 0.0, 0.1], [-0.2, 0.0, -0.1], [-0.2, 0.1, 0.1], [-0.1, -0.1, -0.2], [-0.1, 0.0, -0.1], [0.2, 0.0, 0.2], [0.2, 0.1, 0.1], [0.1, -0.1, 0.0], [-0.4, -0.8, -0.1], [0.0, 0.1, 0.2], [-0.4, -1.2, -0.7], [1.0, 0.5, 0.5], [0.0, 0.4, 0.5], [0.3, 0.2, 0.2], [-0.3, 0.2, 1.1], [-0.6, -0.5, -4.6], [-0.1, -0.1, 0.8], [0.0, 0.2, 0.9], [-0.2, 1.1, 4.0], [0.3, -0.2, 0.1], [-0.1, 0.6, -1.1], [0.0, -0.5, 0.8], [0.4, 0.2, -0.5], [-0.3, 0.3, 0.0], [0.0, -0.6, 1.0], [0.1, 0.2, -0.6], [-0.1, -0.1, 0.3], [0.0, 0.6, -0.9], [0.1, -0.6, 1.0], [0.0, 0.0, 0.0], [0.0, -0.1, 0.0], [0.0, 0.0, 0.1], [0.0, 0.0, -0.1], [1.6, -1.0, -2.6], [0.0, 0.2, -0.3], [0.2, -0.1, -0.2], [-0.1, 0.0, 0.2], [0.2, 0.0, 0.1], [-0.3, 0.2, 0.0], [0.0, 0.0, -0.1], [0.1, 0.0, -0.3], [0.3, 0.5, -0.2], [0.0, 0.9, 0.4], [-0.3, -1.8, 0.2], [-0.1, 0.0, 0.1], [-0.1, 0.0, 0.0], [0.1, 0.0, 0.0], [-0.1, 0.0, 0.1], [0.0, 0.1, 0.1], [-0.1, 0.2, 0.0], [0.0, 0.1, 0.2]],
  "mulliken_charge": [-0.94, 0.21, 0.15, -0.40, 0.05, 0.52, -0.31, 0.21, 0.34, 0.28, 0.07, 0.10, 0.02, 0.88, -0.23, 0.08, -0.31, -0.21, 0.08, 0.11, 0.19, 0.31, -0.56, -0.50, 0.23, 0.28, 0.28, 0.29, -0.86, 0.18, 0.94, -0.65, -0.61, -0.57, -0.74, 1.26, -0.61, -0.67, -0.47, -0.92, 0.39, 0.92, -0.56, -0.96, 0.33, 0.89, -0.63, -0.55, -0.57, 0.41, 0.54, 0.34, 0.34, 0.89, -0.59, 1.19, -0.65, -0.65, -0.62, -1.15, -0.41, -0.20, 0.18, -0.47, 0.34, 0.33, 0.31, 0.28, 0.31, 0.25, 0.30],
  "orbital_gap_ev": 0.957,
  "total_charge": -2,
  "e_above_lowest_kj_mol": 167.18
}

=====

# 2
{
  "formula": "C3H5N3",
  "method": "ωB97M-V/def2-TZVPD",
  "symbols": ["C", "N", "C", "N", "N", "C", "H", "H", "H", "H", "H"],
  "coordinates": [[0.076142, 1.263720, 1.027479], [0.013883, 0.206729, -0.001452], [-0.449778, -0.951575, 0.360098], [-0.451924, -2.010130, -0.476597], [0.089044, -1.600229, -1.615752], [0.584071, -0.506541, -1.845821], [1.106451, 1.585569, 1.200195], [-0.318446, 0.924666, 2.001864], [-0.509893, 2.141396, 0.735445], [-0.851810, -1.151068, 1.356459], [0.712260, 0.097462, -2.741916]],
  "forces_ev_per_a": [[0.1, 0.1, -0.2], [0.0, -0.4, -0.5], [0.1, -0.1, -0.2], [-0.1, 0.0, 0.2], [0.3, 0.2, -0.3], [-0.8, 0.3, 1.2], [-0.1, -0.1, -0.2], [0.1, -0.1, -0.5], [0.1, -0.2, -0.1], [0.2, 0.1, -0.3], [0.1, 0.2, 0.7]],
  "mulliken_charge": [-0.72, -0.25, 0.08, -0.66, 0.07, 0.02, 0.26, 0.28, 0.26, 0.35, 0.32],
  "orbital_gap_ev": 9.551,
  "total_charge": 0,
  "e_above_lowest_kj_mol": 345.33
}